Record 1
Computed, not measured: C5H6N as an isolated structure in a non-equilibrium geometry, with ωB97M-V/def2-TZVPD.

Geometry as ORCA input:
```
! wB97M-V def2-TZVPD RIJCOSX def2/J DEFGRID3
* xyz 1 1
C -2.049 0.545 0.173
C -0.344 1.109 -0.354
C -1.325 -0.750 0.083
C 1.260 -0.053 -0.030
C 0.819 1.377 0.249
N -0.082 -0.295 -0.635
H -1.269 -0.859 1.170
H -1.886 -1.633 0.003
H 2.153 -0.267 -0.666
H 1.612 -0.546 0.773
H 1.366 2.135 0.721
H -0.254 -0.763 -1.486
*
```

Values from the calculation:
- ΔE to the lowest compared entry with this formula, charge and spin: 206.46 kcal per mole
- E_LUMO: -5.7 eV

***

Record 2
Computed, not measured: a 2-piece molecular cluster, C2H7N2O overall in a non-equilibrium geometry, with ωB97M-V/def2-TZVPD.

Geometry as ORCA input:
```
! wB97M-V def2-TZVPD RIJCOSX def2/J DEFGRID3
* xyz 1 1
C -0.294 -0.487 -2.424
N -0.847 0.443 -1.724
H -0.106 -0.381 -3.476
H 0.044 -1.434 -1.958
H -0.894 0.145 -0.659
H -1.185 1.342 -2.146
C 0.071 -0.217 1.708
N 1.048 0.345 2.430
O 0.027 -0.230 0.444
H -0.744 -0.528 2.339
H 0.996 0.316 3.450
H 1.881 0.687 2.015
*
```

Values from the calculation:
- ΔE to the lowest compared entry with this formula, charge and spin: 18.84 kcal per mole
- E_LUMO: -4.5 eV

***

Record 3
Computed, not measured: a single C2H2N4 molecule in a non-equilibrium geometry, with ωB97M-V/def2-TZVPD.

Geometry as ORCA input:
```
! wB97M-V def2-TZVPD RIJCOSX def2/J DEFGRID3
* xyz 0 1
C 0.782 0.213 -0.717
N 1.303 -0.922 -0.775
N 0.037 -1.523 1.256
N -0.660 -0.620 1.059
C -1.006 0.498 0.478
N 0.024 1.139 -0.209
H 1.532 0.303 -1.612
H -2.012 0.878 0.559
*
```

Values from the calculation:
- ΔE to the lowest compared entry with this formula, charge and spin: 128.70 kcal per mole
- E_LUMO (alpha / beta): -1.1 / -1.1 eV

***

Record 4
Computed, not measured: a single C4H4O2 molecule in a non-equilibrium geometry, with ωB97M-V/def2-TZVPD.

Geometry as ORCA input:
```
! wB97M-V def2-TZVPD RIJCOSX def2/J DEFGRID3
* xyz 0 1
C -0.157 -0.645 0.709
C 0.080 0.710 0.126
C -0.535 -1.747 -0.254
C 0.297 -1.760 -1.483
O -0.110 -0.829 1.892
O -0.823 -1.205 -1.520
H -0.766 1.075 -0.432
H 0.244 1.326 0.933
H -1.067 -2.668 -0.212
H 0.953 0.545 -0.539
*
```

Values from the calculation:
- ΔE to the lowest compared entry with this formula, charge and spin: 79.33 kcal per mole
- E_LUMO: 0.1 eV

***

Record 5
Computed, not measured: a 2-piece molecular cluster, C6H16O2 overall in a non-equilibrium geometry, with ωB97M-V/def2-TZVPD.

Geometry as ORCA input:
```
! wB97M-V def2-TZVPD RIJCOSX def2/J DEFGRID3
* xyz 0 1
C -0.301 2.368 -1.630
C -0.699 0.939 -1.276
C 0.190 0.335 -0.187
C -0.145 0.755 1.241
C 0.907 0.225 2.227
C 0.598 -1.124 2.889
O 1.844 -1.684 3.365
H -0.703 2.706 -2.555
H -0.594 3.101 -0.875
H 0.778 2.427 -1.782
H -0.513 0.373 -2.186
H -1.755 0.826 -1.030
H 0.212 -0.751 -0.299
H 1.221 0.657 -0.383
H -0.145 1.831 1.357
H -1.090 0.279 1.518
H 1.933 0.179 1.867
H 0.951 0.892 3.100
H 0.300 -1.833 2.131
H -0.158 -1.135 3.672
H 1.867 -1.699 4.327
O -1.974 -1.668 -5.512
H -1.389 -1.343 -6.195
H -2.625 -0.957 -5.449
*
```

Values from the calculation:
- ΔE to the lowest compared entry with this formula, charge and spin: 13.70 kcal per mole
- E_LUMO: 0.8 eV

***

Record 6
Computed, not measured: a single C12H18NOP molecule in a non-equilibrium geometry, with ωB97M-V/def2-TZVPD.

Geometry as ORCA input:
```
! wB97M-V def2-TZVPD RIJCOSX def2/J DEFGRID3
* xyz 0 1
C 1.494 -0.100 0.318
C -0.470 -1.064 -1.423
C 0.486 2.119 -1.787
C 1.716 -1.248 -0.334
C 0.454 2.009 -0.494
C -0.763 -0.062 -0.612
C 0.805 -1.802 -1.372
C 0.229 0.657 0.193
C 3.027 -1.984 -0.094
C 0.540 3.220 0.281
C -2.773 0.401 1.941
C -3.308 -1.539 0.748
N -2.870 -0.233 0.869
O -3.146 -0.262 -1.820
P -2.509 0.685 -0.889
H 2.221 0.016 1.130
H -1.101 -1.549 -2.222
H 0.687 3.087 -2.117
H 0.677 -2.819 -1.203
H 1.229 -1.806 -2.318
H -0.193 0.768 1.263
H 2.803 -2.910 0.537
H 3.773 -1.238 0.429
H 3.443 -2.153 -1.161
H 1.480 3.839 0.187
H 0.526 3.009 1.446
H -0.342 3.922 0.042
H 0.453 1.152 -2.464
H -3.210 0.182 2.932
H -2.165 1.331 1.828
H -2.456 -2.214 0.720
H -3.834 -1.911 1.598
H -3.867 -1.668 -0.226
*
```

Values from the calculation:
- ΔE to the lowest compared entry with this formula, charge and spin: 59.69 kcal per mole
- E_LUMO: 0.0 eV

***

Record 7
Computed, not measured: C3H2F2O as an isolated structure in a non-equilibrium geometry, with ωB97M-V/def2-TZVPD.

Geometry as ORCA input:
```
! wB97M-V def2-TZVPD RIJCOSX def2/J DEFGRID3
* xyz 0 1
C 0.320 -0.714 -0.825
C -0.429 -0.795 0.256
C 0.015 0.929 0.349
O 0.831 0.589 -0.755
F -1.424 -1.424 0.828
F 0.721 1.179 1.433
H 0.601 -1.490 -1.558
H -0.636 1.726 0.271
*
```

Values from the calculation:
- ΔE to the lowest compared entry with this formula, charge and spin: 62.94 kcal per mole
- E_LUMO: 0.9 eV

***

What is the ΔE to the lowest compared entry with this formula, charge and spin in the first record?
206.46 kcal per mole

***

What did the seventh record say?
Computed, not measured: C3H2F2O as an isolated structure in a non-equilibrium geometry, with ωB97M-V/def2-TZVPD.

Geometry as ORCA input:
```
! wB97M-V def2-TZVPD RIJCOSX def2/J DEFGRID3
* xyz 0 1
C 0.320 -0.714 -0.825
C -0.429 -0.795 0.256
C 0.015 0.929 0.349
O 0.831 0.589 -0.755
F -1.424 -1.424 0.828
F 0.721 1.179 1.433
H 0.601 -1.490 -1.558
H -0.636 1.726 0.271
*
```

Values from the calculation:
- ΔE to the lowest compared entry with this formula, charge and spin: 62.94 kcal per mole
- E_LUMO: 0.9 eV